C30H50BrIrN3O2P as an isolated structure in a non-equilibrium geometry. Source: the Open Molecules 2025 dataset; level of theory: ωB97M-V/def2-TZVPD.

CARTESIAN COORDINATES (ANGSTROEM)
1 H -1.0777 -5.5340 3.0074
2 H 0.6022 -3.7995 3.7196
3 H 5.3910 -0.7524 -0.0678
4 C -1.2227 4.3924 -2.3019
5 C 2.6616 2.9880 0.6977
6 H -4.5429 -1.3992 1.2339
7 H 3.5014 -5.7158 -1.6661
8 C -3.6487 1.5467 2.1711
9 H -1.4419 5.1449 -3.0574
10 H -0.4041 3.0970 -0.0866
11 H -3.2143 -1.7476 2.3120
12 C 0.4623 -1.5350 -3.2216
13 H 5.5254 -4.3727 -1.1015
14 C 2.2384 -3.9998 -1.4079
15 N 2.0978 -2.7034 -1.1286
16 N -3.1295 -1.9808 -3.7997
17 C -0.6944 -1.9802 -4.1307
18 H -3.9671 2.3379 2.8497
19 H 1.9746 1.1388 3.3122
20 C 1.3100 0.8867 1.3174
21 Ir 0.1190 -2.2026 -1.2856
22 N -0.1296 -2.7854 0.8731
23 H -2.3161 -1.3370 0.1212
24 C -1.9244 -2.0218 -3.3006
25 H -3.2831 -1.8845 -4.7934
26 H 3.0090 -0.9179 -0.6420
27 C 0.3267 2.4001 -1.9940
28 C 2.5704 1.4597 0.6389
29 C -2.2464 3.2643 -2.3680
30 H 3.6285 3.2952 0.2966
31 H 0.5163 -0.4507 -3.1388
32 H -0.6816 -2.6153 3.9375
33 C 3.1813 -1.9659 -0.8436
34 C -0.3868 -3.4991 3.3662
35 C 3.4323 -4.6645 -1.4232
36 H -3.7463 0.0287 3.6785
37 H 6.2157 -1.5088 -1.4319
38 H -1.0866 -0.3500 2.0675
39 H -3.9399 -2.0398 -3.1966
40 H 1.0795 3.3817 3.7494
41 H 2.4987 4.6172 2.0949
42 C -2.6957 -0.4732 0.6623
43 Br 0.4989 -4.6974 -1.7965
44 H -0.0360 1.6971 -2.7496
45 H -2.2958 1.2387 -1.5956
46 H -1.5000 -4.8703 4.5852
47 H 0.2372 1.1258 3.2018
48 H 2.6567 1.1124 -0.3949
49 C 5.6593 -1.7079 -0.5143
50 C -0.2409 -3.0876 1.9747
51 C 2.4793 3.5278 2.1115
52 H -1.7306 1.5702 3.1033
53 H -5.2206 0.1961 2.7642
54 C 1.1336 1.5052 2.7149
55 P -0.1759 0.7899 0.2513
56 C 0.1996 3.8440 -2.5029
57 H -3.2604 3.6585 -2.3105
58 C 4.5514 -3.8979 -1.1113
59 H 0.9188 4.4800 -1.9826
60 H -2.1642 2.7670 -3.3379
61 H 1.4523 -0.1961 1.4674
62 H -3.2078 0.1539 -0.0666
63 H -4.0970 1.7789 1.2020
64 H 1.4168 -1.9018 -3.6046
65 C -1.4065 -4.6365 3.5274
66 C 1.1755 3.0282 2.7224
67 H -0.8252 -1.3140 -4.9860
68 C -0.5725 2.2430 -0.7530
69 C -1.5586 0.3119 1.3311
70 H 3.3165 3.2112 2.7408
71 H 3.4264 1.0485 1.1850
72 H -2.7078 2.4594 -0.3983
73 H -2.3860 -4.3456 3.1525
74 H 0.4743 3.8701 -3.5579
75 O -1.7674 -2.1229 -2.0411
76 H 0.3196 3.4416 2.1759
77 H 1.9067 3.4393 0.0508
78 C -2.0382 2.2395 -1.2317
79 O 0.2481 -0.3082 -0.8258
80 C 4.4480 -2.5363 -0.8186
81 C -3.6841 -0.9471 1.7310
82 H 1.3685 2.1494 -1.8137
83 C -2.1225 1.5656 2.0870
84 H -1.7890 2.5006 1.6320
85 H -0.5473 -2.9863 -4.5353
86 H -1.3064 4.9037 -1.3389
87 H 6.3270 -2.2359 0.1650
88 C -4.1361 0.1918 2.6707

LUMO level (spin up / spin down)   -9.7 / -11.8 eV
HOMO (spin up / spin down)   -17.61 / -17.60 eV
Multiplicity   2
Kohn-Sham gap (spin up / spin down)   7.92 / 5.84 eV
Energy above the lowest of the compared OMol25 structures with the same formula, charge and spin   10.3 kcal per mole
Total charge   +3
Expectation value of S²   0.754